Molecular formula: C7H3BrNO2S
Method: DFT, the ωB97M-V functional and the def2-TZVPD basis

Element x y z (Å)
C -2.1881 1.4347 -0.1331
C -1.0881 1.5835 0.7893
C 0.2034 1.3233 0.2610
C 0.1026 0.7121 -0.8991
C -1.1906 2.0306 2.0080
C 0.3909 -1.8045 0.5452
C 2.2652 -1.8835 -0.9805
N 1.5761 -1.8318 0.1326
O -1.3630 2.1526 3.1201
O -0.5070 -1.7678 1.2481
S -1.6956 0.6759 -1.5403
Br 1.4998 0.2281 -2.0807
H -3.2016 1.3910 0.2088
H 1.7528 -2.3162 -1.8488
H 3.4432 -1.9279 -0.8306

Results
Kohn-Sham gap ... 6.6 eV
Energy relative to the best compared isomer or geometry (same formula, charge and spin) ... 415.4 kJ/mol
LUMO energy ... -5.59 eV
Spin multiplicity ... 1
Total charge ... +1
Electronic energy ... -93757.10056 eV